[1]
The following is a quantum chemistry calculation of a structure of composition C15H27AsNO4S2SbY at a distorted geometry, from the Open Molecules 2025 dataset.

Results
- Kohn-Sham gap: 9.5 eV
- LUMO energy: -2.570 eV
- Highest occupied orbital energy: -12.1 eV

ORCA input file:
```
! wB97M-V def2-TZVPD RIJCOSX def2/J DEFGRID3
* xyz 1 1
Sb 0.0239 -0.9075 2.8378
Y -0.3320 -0.5249 -0.0077
As -1.7881 1.0739 -2.4838
S 0.3260 -2.9846 -0.3376
S -2.0855 1.3805 -0.3985
O 3.4205 -0.5205 -1.0993
O 1.3269 -2.4394 0.5814
O -1.0276 -2.8359 0.2368
O 1.3526 0.2358 -0.6657
N 0.2387 -2.0236 -1.6136
C 2.4287 -6.3301 -0.8199
C -2.4003 -0.6563 -3.1107
C 2.0463 -5.0575 -0.4395
C -0.0737 1.5974 -3.2228
C 0.7494 -4.6408 -0.7168
C -0.1631 -5.4667 -1.3557
C 2.2306 -0.5897 -1.2295
C 1.5748 -1.6643 -2.1265
C 1.5387 -7.1807 -1.4775
C -1.3290 -2.2488 3.8135
C 1.9155 -1.5975 3.5484
C -0.2016 0.7822 4.1389
C 1.9831 -8.5466 -1.9113
C -2.9919 2.3354 -3.3439
C 0.2394 -6.7368 -1.7252
H -1.1941 1.2127 4.0186
H 1.8188 -1.9348 4.5777
H -3.3523 -0.8457 -2.6171
H -2.8618 2.3193 -4.4246
H 3.4341 -6.6688 -0.6035
H 1.2058 -9.0527 -2.4800
H 0.7452 1.1963 -2.6375
H 0.5463 1.5305 3.8825
H -2.3238 -1.8069 3.8040
H -2.5524 -0.6056 -4.1874
H 2.6218 -0.7713 3.4931
H -4.0199 2.0877 -3.0898
H -1.3511 -3.1996 3.2864
H -0.0108 1.2653 -4.2578
H 2.2361 -9.1637 -1.0481
H 1.4730 -1.2642 -3.1361
H -1.6867 -1.4378 -2.8584
H -0.4664 -7.3947 -2.2156
H 2.7253 -4.3862 0.0696
H -2.7592 3.3267 -2.9603
H -0.0402 2.6845 -3.1823
H -1.0092 -2.3975 4.8425
H 2.2500 -2.5208 -2.1746
H 2.8745 -8.4719 -2.5348
H -1.1711 -5.1153 -1.5393
H -0.0624 0.4663 5.1707
H 2.2585 -2.4048 2.9094
*
```


[2]
The following is a quantum chemistry calculation of a cluster of 3 separate species, C25H38F4N2O2 in total, from the Open Molecules 2025 dataset.

Results
- Kohn-Sham gap: 6.5 eV
- LUMO energy: -1.360 eV
- Highest occupied orbital energy: -7.9 eV
- SMILES: O=C1C=CC(=O)c2c(F)cc(CCC(F)(F)F)cc21.CCN(CC)CC.CCN(CC)CC

ORCA input file:
```
! wB97M-V def2-TZVPD RIJCOSX def2/J DEFGRID3
* xyz 0 1
F -4.8895 -0.1287 0.9036
F -3.5191 -1.6731 0.2791
F -5.1302 -2.1487 1.6476
F 0.5035 2.4698 -0.1844
O 1.7244 -0.6742 4.6914
O 3.1162 2.3250 0.6747
N 0.0860 -5.6201 1.6197
N 0.6470 5.5361 -3.6097
C 2.6994 1.4021 1.3370
C 1.2565 1.2043 1.6551
C 0.2266 1.7555 0.9052
C 0.9653 6.9890 -5.5948
C 1.5293 6.4734 -4.2792
C 2.3595 4.5700 -1.9638
C -4.2138 -1.2109 1.3430
C -3.3026 -0.9243 2.5235
C -0.5412 -6.8051 -0.5627
C 0.4367 -6.5918 0.5991
C -2.4270 -5.8618 2.0470
C 3.6345 0.3968 1.9164
C 1.9536 -0.2364 3.5861
C -0.4304 0.2450 3.1133
C 0.0181 -4.2588 1.1237
C 3.2974 -0.3530 2.9644
C 1.0220 5.2684 -2.2312
C 0.8945 0.4322 2.7689
C -0.9780 -6.0042 2.5326
C 0.2437 4.3824 -4.3945
C 1.3458 3.4785 -4.9633
C -2.8918 0.5523 2.6955
C -1.1042 1.5589 1.2239
C -1.4455 0.8026 2.3391
C -0.0459 -3.2237 2.2360
H 2.3275 3.5122 -2.2200
H 1.6117 7.7731 -5.9911
H 0.9255 2.8270 -5.7324
H -2.7094 -6.6474 1.3480
H -0.4296 3.7847 -3.7748
H 3.9834 -1.0404 3.4429
H -3.5216 1.2089 2.1009
H 2.5985 4.6281 -0.9011
H 1.4028 -6.2869 0.1845
H -1.4283 -7.3575 -0.2557
H 0.9028 6.2059 -6.3512
H -0.0318 7.4070 -5.4496
H -0.8316 -4.0933 0.4414
H -1.8629 1.9972 0.5872
H -3.7771 -1.3116 3.4219
H 0.6154 -7.5493 1.0956
H -0.9777 -3.2878 2.8005
H -0.0537 -7.3849 -1.3489
H 0.7831 -3.3473 2.9354
H 1.7906 2.8399 -4.2019
H -0.3699 4.7380 -5.2262
H 2.5345 6.0606 -4.4624
H 3.1807 5.0348 -2.5116
H -2.6021 -4.9001 1.5613
H 0.9214 -4.0810 0.5336
H 0.2198 4.6831 -1.7738
H -0.7945 -7.0384 2.8334
H -3.1072 -5.9244 2.8988
H 4.6278 0.3594 1.4853
H 1.6671 7.3220 -3.6037
H 2.1451 4.0575 -5.4283
H -2.4065 -1.5242 2.3586
H 1.0240 6.2298 -1.7070
H -0.8617 -5.8609 -1.0042
H -3.0303 0.8396 3.7385
H 0.0129 -2.2227 1.8059
H -0.8647 -5.4160 3.4467
H -0.6548 -0.3622 3.9817
*
```